(1)
Molecular formula: C6H9NO
Method: DFT, wB97M-V/def2-TZVPD

The geometry in XYZ format:
```
17
Properties=species:S:1:pos:R:3:nbo_charge:R:1
C 0.273 -1.324 -1.055 0.225
C -0.934 -0.871 -1.017 -0.703
C -1.498 0.111 -0.036 0.603
C -2.610 -0.378 0.827 -0.714
C 2.013 0.900 -0.655 -0.642
C 1.999 0.198 0.746 -0.399
N 1.060 -0.723 0.980 -0.086
O -0.968 1.171 0.184 -0.524
H -1.525 -0.975 -1.977 0.294
H -3.386 -0.814 0.116 0.225
H -2.353 -1.242 1.441 0.257
H -3.076 0.484 1.392 0.241
H 3.050 1.230 -0.934 0.220
H 1.671 0.104 -1.479 0.245
H 1.150 1.536 -0.756 0.245
H 2.146 1.006 1.593 0.257
H 2.988 -0.412 0.630 0.255
```

Output
strongest force on any atom	3.5	eV/A
relative energy (zero: lowest compared OMol25 entry of this formula, charge and spin)	202.4	kcal per mole
energy	-9896.8263	eV

***

(2)
Molecular formula: C5H6Cl2O
Method: DFT, wB97M-V/def2-TZVPD

The geometry in XYZ format:
```
14
Properties=species:S:1:pos:R:3:nbo_charge:R:1
Cl 3.341 0.185 -0.405 0.034
C 1.821 -0.446 0.193 -0.195
C 0.522 -0.757 -0.515 0.040
O -0.406 -0.379 -1.480 -0.487
C -1.489 0.110 -0.614 -0.089
C -0.861 0.412 0.817 -0.430
C 0.599 0.445 0.410 -0.087
Cl 0.827 1.982 -0.478 -0.035
H 2.010 -1.238 0.901 0.242
H 0.147 -1.634 0.047 0.167
H -2.271 -0.655 -0.543 0.183
H -1.913 0.981 -1.079 0.203
H -1.251 1.379 1.248 0.235
H -1.077 -0.386 1.498 0.220
```

Output
strongest force on any atom	1.6	eV/A
relative energy (zero: lowest compared OMol25 entry of this formula, charge and spin)	82.9	kcal per mole
energy	-32370.5298	eV